Entry from the Open Molecules 2025 dataset: C45H54BF5N5O2P2STi as an isolated structure (ωB97M-V with the def2-TZVPD basis set).

The energy relative to the best compared isomer or geometry (same formula, charge and spin) comes out at 1.464 eV. Its total charge is -1. Its HOMO-LUMO gap is 6.524 eV. The energy is -125883.81048 eV. As for the HOMO energy: -4.21 eV.

Last column: Mulliken charge in e.
Positions of all 116 atoms, in Å:
Ti -0.46922 1.08057 0.99389  -0.314
C -3.32296 -3.10268 -3.28784  -1.992
C -3.12389 -1.64095 -2.87789  2.307
C -3.77394 -0.71042 -3.90840  -2.210
C -3.86786 -1.41626 -1.55339  -1.785
P -1.33422 -1.09906 -2.54710  0.636
C -0.74966 -2.64891 -1.65660  -1.096
N 0.54799 -2.47247 -1.00396  0.560
B 1.00379 -1.52254 -0.00687  0.165
N 2.42899 -1.49243 -0.09241  0.392
C 3.32004 -0.55128 0.55887  -2.579
P 2.39819 0.98444 1.09563  3.446
C 3.52523 1.52967 2.54158  2.065
C 2.91917 2.78354 3.18426  -1.693
C 4.95339 1.80405 2.07623  -1.761
C 3.63774 0.47529 3.64679  -1.949
C 3.06719 2.13305 -0.47623  2.947
C 1.91816 1.96400 -1.46871  -1.776
C 4.34583 1.69798 -1.21249  -2.349
C 3.16894 3.64893 -0.22012  -1.938
C 2.84039 -2.46357 -0.99125  0.287
C 4.11313 -2.86671 -1.35466  -0.768
C 4.23910 -3.93292 -2.24631  -0.903
C 3.11325 -4.57991 -2.74007  -0.769
C 1.82938 -4.16676 -2.37790  -0.686
C 1.69668 -3.08781 -1.52089  0.425
C -0.41730 -1.02007 -4.20823  2.524
C 1.09259 -1.01340 -3.93231  -2.271
C -0.75349 0.36569 -4.78797  -1.823
C -0.69345 -2.11596 -5.23572  -1.993
H -4.38999 -3.26937 -3.48247  0.536
H -3.02884 -3.78766 -2.48804  0.258
H -2.77641 -3.37295 -4.19140  0.278
H -4.85563 -0.89008 -3.91295  0.525
H -3.40894 -0.88434 -4.92103  0.390
H -3.60887 0.33971 -3.64617  0.403
H -4.94457 -1.55701 -1.71130  0.684
H -3.70055 -0.41015 -1.16368  0.196
H -3.55577 -2.13142 -0.79075  0.155
H -0.70923 -3.51099 -2.31927  0.420
H -1.51398 -2.84702 -0.90405  0.056
H 4.12016 -0.28731 -0.11650  0.835
H 3.77277 -1.01088 1.43395  0.600
H 2.90155 3.63194 2.50108  0.306
H 3.51200 3.06663 4.06304  0.513
H 1.89434 2.60081 3.51316  0.118
H 5.01341 2.58423 1.33231  0.192
H 5.42806 0.90047 1.67914  0.211
H 5.53745 2.12742 2.94534  0.565
H 2.69937 0.32871 4.16627  0.512
H 3.99712 -0.49214 3.28936  0.255
H 4.36859 0.83928 4.37854  0.616
H 1.54541 0.93729 -1.51571  -0.575
H 2.23604 2.24497 -2.48145  0.731
H 1.08819 2.60991 -1.20346  0.114
H 4.22594 0.73594 -1.72034  0.498
H 5.23083 1.65119 -0.57250  0.176
H 4.55056 2.43625 -1.99860  0.626
H 2.38208 4.01604 0.43405  0.089
H 3.04666 4.17359 -1.17722  0.480
H 4.13449 3.95866 0.18186  0.394
H 4.98854 -2.37606 -0.94404  0.477
H 5.22582 -4.26754 -2.54445  0.383
H 3.22942 -5.41859 -3.41825  0.395
H 0.96087 -4.68209 -2.77186  0.421
H 1.35765 -0.39410 -3.07093  0.188
H 1.60929 -0.59992 -4.80652  0.688
H 1.47930 -2.01559 -3.76953  0.322
H -0.13236 0.54453 -5.67411  0.545
H -0.54300 1.15086 -4.05577  0.223
H -1.79517 0.46640 -5.08520  0.356
H -0.51317 -3.11169 -4.81781  0.292
H -0.00699 -1.98999 -6.08290  0.495
H -1.70995 -2.08120 -5.62975  0.324
O -0.80293 1.20523 2.71273  0.861
C -0.41355 0.47728 3.78191  -0.320
C -0.97692 0.73415 5.02925  -0.911
C -0.57418 0.02017 6.14275  -0.640
C 0.39544 -0.97056 6.00597  -0.823
C 0.94025 -1.22816 4.76033  0.084
C 0.56443 -0.50865 3.61891  -0.244
C 1.22857 -0.74507 2.33068  -0.552
N 0.30021 -0.91580 1.16413  0.691
N -0.82929 -1.75935 1.52392  -1.106
C -1.92526 -1.16475 1.22079  0.589
O -1.96717 0.01159 0.62133  0.200
C -3.21357 -1.84385 1.50264  -0.366
C -4.36091 -1.07264 1.66277  0.335
C -5.58274 -1.68968 1.88818  -1.133
C -5.66177 -3.07615 1.94242  -0.393
C -4.51395 -3.84465 1.78629  -1.067
C -3.28857 -3.23062 1.57016  0.120
H -1.72539 1.51448 5.09732  0.468
H -1.01755 0.22938 7.10876  0.397
H 0.71789 -1.54317 6.86800  0.399
H 1.68102 -2.01550 4.65163  0.458
H 1.83333 -1.64632 2.42578  0.413
H -4.27825 0.00686 1.59455  0.527
H -6.47429 -1.08669 2.01658  0.418
H -6.61915 -3.55865 2.10239  0.403
H -4.57539 -4.92565 1.83356  0.412
H -2.38283 -3.81302 1.44994  0.474
N -1.77236 2.75295 -1.45502  -0.884
C -1.25083 2.13293 -0.62906  -0.599
F -4.77066 7.03241 1.18984  -0.327
C -3.69123 6.24811 1.27109  0.707
C -2.42587 6.78651 1.21460  0.078
F -2.27989 8.10940 1.08042  -0.320
C -1.32031 5.96492 1.29367  0.224
F -0.12078 6.55010 1.22767  -0.339
C -1.40249 4.57749 1.43535  0.650
S 0.06841 3.65013 1.53965  -0.078
C -2.70544 4.08480 1.50484  -0.576
F -2.92965 2.79152 1.69039  -0.105
C -3.82374 4.88683 1.41695  -0.169
F -5.04833 4.35184 1.48588  -0.323

Cartesian forces (eV/Å) of the 2 atoms listed first:
2.0 1.3 -0.3
-0.1 0.0 -0.1